Record 1
Formula: C3H3N3O2
Source: OMol25
Level of theory: ωB97M-V/def2-TZVPD

Kohn-Sham gap: 0.312 hartree
HOMO level: -0.3509 hartree
LUMO energy: -1.06 eV
net charge: 0
total energy: -11720.287 eV
structure (SMILES): O/C=C1/N=NC(O)=N1

Last column: Mulliken charge in e.
CARTESIAN COORDINATES (ANGSTROEM)
O: 2.80 -0.77 -0.36  -0.414
C: 1.99 0.26 0.18  -0.116
C: 0.63 0.11 0.49  0.354
N: 0.10 1.40 0.12  -0.173
N: -1.22 1.25 -0.30  -0.370
C: -1.47 -0.17 -0.05  0.654
O: -2.63 -0.73 -0.16  -0.519
N: -0.38 -0.83 0.23  -0.594
H: 2.14 -1.43 -0.02  0.372
H: 2.51 1.18 -0.25  0.364
H: -2.51 -1.75 0.43  0.442

Record 2
Formula: C3H3N3O2S
Source: OMol25
Level of theory: ωB97M-V/def2-TZVPD

Kohn-Sham gap: 0.358 hartree
HOMO level: -0.3637 hartree
LUMO energy: -0.17 eV
net charge: 0
total energy: -22555.520 eV
structure (SMILES): O=[N+]([O-])Sn1cccn1

Last column: Mulliken charge in e.
CARTESIAN COORDINATES (ANGSTROEM)
O: -1.36 3.35 0.14  -0.480
N: -2.54 3.25 -0.02  0.935
O: -3.42 4.04 0.14  -0.557
S: -3.15 1.61 -0.54  0.108
N: -1.57 0.69 -0.49  0.525
C: -0.66 0.57 0.52  -0.147
C: 0.38 -0.14 -0.01  -0.585
C: 0.00 -0.42 -1.34  -0.205
N: -1.18 0.11 -1.61  -0.815
H: -0.81 1.02 1.48  0.432
H: 1.29 -0.43 0.47  0.361
H: 0.53 -0.96 -2.10  0.427

Record 3
Formula: C3H3N3S
Source: OMol25
Level of theory: ωB97M-V/def2-TZVPD

Kohn-Sham gap (spin up / spin down): 0.263 / 0.263 hartree
HOMO level (spin up / spin down): -0.3188 / -0.3187 hartree
LUMO energy (spin up / spin down): -1.52 / -1.52 eV
net charge: 0
total energy: -18461.275 eV

Last column: Mulliken charge in e.
CARTESIAN COORDINATES (ANGSTROEM)
C: 3.19 -0.70 0.07  0.442
C: 0.13 1.59 0.26  0.009
C: -0.23 -0.66 -0.09  -0.369
N: 4.13 -1.36 0.25  -0.499
N: -0.48 0.50 0.44  -0.364
N: 2.20 0.04 -0.34  -0.464
S: 1.83 1.60 -0.05  0.121
H: -0.36 2.53 0.43  0.366
H: -0.49 -1.45 0.48  0.320
H: 0.28 -0.75 -0.98  0.438

Record 4
Formula: C3H3N3S
Source: OMol25
Level of theory: ωB97M-V/def2-TZVPD

Kohn-Sham gap: 0.287 hartree
HOMO level: -0.3471 hartree
LUMO energy: -1.65 eV
net charge: 0
total energy: -18459.190 eV
structure (SMILES): [H]/N=C(\C#N)NC=S

Last column: Mulliken charge in e.
CARTESIAN COORDINATES (ANGSTROEM)
H: 0.25 -1.51 2.37  0.243
N: 0.60 -1.11 1.48  -0.650
C: -0.43 -0.87 0.63  0.754
C: -1.75 -1.33 0.75  -0.051
N: -2.78 -1.74 1.62  -0.293
N: -0.09 -0.02 -0.34  -0.300
C: 1.13 0.87 -0.35  -0.115
S: 1.32 1.79 -1.71  -0.232
H: -0.86 -0.09 -1.30  0.337
H: 1.70 0.99 0.76  0.307

Record 5
Formula: C3H3N3S
Source: OMol25
Level of theory: ωB97M-V/def2-TZVPD

Kohn-Sham gap: 0.352 hartree
HOMO level: -0.3555 hartree
LUMO energy: -0.11 eV
net charge: 0
total energy: -18463.821 eV
structure (SMILES): Sc1cnncn1

Last column: Mulliken charge in e.
CARTESIAN COORDINATES (ANGSTROEM)
S: -2.47 0.17 0.00  -0.227
C: -0.71 0.09 0.00  0.745
C: 0.03 1.28 0.00  -0.298
N: 1.35 1.26 0.00  -0.305
N: 1.97 0.09 0.00  -0.421
C: 1.23 -1.00 0.00  0.033
N: -0.11 -1.07 0.00  -0.511
H: -2.61 -1.14 0.02  0.170
H: -0.43 2.27 0.00  0.406
H: 1.75 -1.95 -0.01  0.409

Record 6
Formula: C3H3N4O2
Source: OMol25
Level of theory: ωB97M-V/def2-TZVPD

Kohn-Sham gap (spin up / spin down): 0.262 / 0.262 hartree
HOMO level (spin up / spin down): -0.1134 / -0.1134 hartree
LUMO energy (spin up / spin down): 4.04 / 4.04 eV
net charge: -1
total energy: -13209.925 eV

Last column: Mulliken charge in e.
CARTESIAN COORDINATES (ANGSTROEM)
C: -0.96 1.04 -0.03  -0.120
C: 1.31 1.74 -0.37  0.094
C: -0.85 -0.28 0.09  0.188
N: -0.03 1.96 -0.36  -0.739
N: -0.93 -1.34 0.76  -0.428
N: 1.99 0.92 -1.09  -0.686
N: -1.07 -2.64 0.51  1.002
O: -0.08 -3.36 0.58  -0.603
O: -2.23 -3.06 0.36  -0.607
H: -1.87 1.55 0.02  0.390
H: 1.77 2.50 0.34  0.298
H: 2.95 0.98 -0.79  0.209

Record 7
Formula: C3H3N5
Source: OMol25
Level of theory: ωB97M-V/def2-TZVPD

Kohn-Sham gap: 0.320 hartree
HOMO level: -0.3707 hartree
LUMO energy: -1.39 eV
net charge: 0
total energy: -10604.731 eV
structure (SMILES): [H]/N=c1\nccnnn1

Last column: Mulliken charge in e.
CARTESIAN COORDINATES (ANGSTROEM)
H: -1.93 -0.29 2.08  0.282
N: -1.13 0.52 2.06  -0.590
C: -0.59 0.65 0.89  0.589
N: -1.15 0.20 -0.33  -0.408
C: -0.27 -0.22 -1.32  -0.149
C: 0.97 -0.84 -0.92  0.013
N: 1.66 -0.35 -0.05  -0.194
N: 1.66 0.96 0.28  -0.136
N: 0.65 1.58 0.77  -0.181
H: -0.94 -0.41 -2.20  0.362
H: 1.07 -1.81 -1.26  0.412

Record 8
Formula: C3H3N5
Source: OMol25
Level of theory: ωB97M-V/def2-TZVPD

Kohn-Sham gap: 0.325 hartree
HOMO level: -0.3574 hartree
LUMO energy: -0.88 eV
net charge: 0
total energy: -10604.522 eV
structure (SMILES): [H]/N=c1\cncnnn1

Last column: Mulliken charge in e.
CARTESIAN COORDINATES (ANGSTROEM)
H: -1.71 -0.94 2.17  0.284
N: -1.53 0.01 1.48  -0.622
C: -1.02 0.00 0.31  0.481
C: -0.44 -0.99 -0.55  -0.029
N: 0.86 -0.85 -0.94  -0.462
C: 1.61 0.20 -0.28  0.014
N: 1.24 1.44 0.01  -0.173
N: 0.22 1.82 -0.59  -0.017
N: -0.95 1.29 -0.51  -0.250
H: -0.87 -1.94 -1.05  0.335
H: 2.59 -0.04 -0.07  0.437

Record 9
Formula: C3H3N5
Source: OMol25
Level of theory: ωB97M-V/def2-TZVPD

Kohn-Sham gap: 0.295 hartree
HOMO level: -0.3610 hartree
LUMO energy: -1.79 eV
net charge: 0
total energy: -10603.786 eV
structure (SMILES): [H]/N=c1/nccnnn1

Last column: Mulliken charge in e.
CARTESIAN COORDINATES (ANGSTROEM)
H: 2.74 -0.62 0.52  0.274
N: 2.37 0.24 0.61  -0.542
C: 1.17 0.20 0.07  0.482
N: 0.34 1.40 -0.27  -0.371
C: -1.02 1.30 -0.25  0.075
C: -1.91 0.20 0.34  -0.080
N: -1.25 -0.99 0.64  -0.264
N: -0.42 -1.34 -0.48  -0.055
N: 0.72 -1.00 -0.71  -0.106
H: -1.72 1.95 -1.02  0.271
H: -2.80 0.31 1.10  0.316

Record 10
Formula: C3H3NO
Source: OMol25
Level of theory: ωB97M-V/def2-TZVPD

Kohn-Sham gap: 0.345 hartree
HOMO level: -0.3597 hartree
LUMO energy: -0.41 eV
net charge: 0
total energy: -6692.043 eV

Last column: Mulliken charge in e.
CARTESIAN COORDINATES (ANGSTROEM)
O: 1.58 -0.10 0.67  -0.555
C: -0.52 -0.29 0.55  -0.004
C: -0.18 0.59 -0.66  -0.460
C: 0.78 -0.49 -0.22  0.696
N: -0.14 -1.52 0.10  -0.526
H: -0.80 -0.17 1.59  0.328
H: 0.22 1.60 -0.64  0.253
H: -0.94 0.38 -1.41  0.268

Record 11
Formula: C3H3NO
Source: OMol25
Level of theory: ωB97M-V/def2-TZVPD

Kohn-Sham gap: 0.357 hartree
HOMO level: -0.3238 hartree
LUMO energy: 0.90 eV
net charge: 0
total energy: -6691.946 eV
structure (SMILES): ON=c1cc1

Last column: Mulliken charge in e.
CARTESIAN COORDINATES (ANGSTROEM)
O: 0.44 -1.22 1.84  -0.416
N: 0.76 -0.03 1.11  -0.483
C: 0.14 0.22 0.03  0.475
C: -0.07 1.08 -1.17  -0.263
C: -0.77 -0.06 -1.03  -0.240
H: 1.18 -1.57 2.38  0.337
H: 0.05 2.09 -1.69  0.290
H: -1.71 -0.50 -1.46  0.299

Record 12
Formula: C3H3NO
Source: OMol25
Level of theory: ωB97M-V/def2-TZVPD

Kohn-Sham gap: 0.409 hartree
HOMO level: -0.3719 hartree
LUMO energy: 1.02 eV
net charge: 0
total energy: -6694.701 eV
structure (SMILES): c1cnoc1

Last column: Mulliken charge in e.
CARTESIAN COORDINATES (ANGSTROEM)
C: 0.09 0.68 -0.11  -0.377
C: -1.05 0.04 -0.09  -0.097
N: -0.87 -1.27 -0.06  -0.310
O: 0.51 -1.39 -0.04  -0.123
C: 1.09 -0.16 -0.07  -0.098
H: 0.11 1.80 0.12  0.236
H: -2.04 0.38 0.17  0.373
H: 2.16 -0.07 0.07  0.396

Record 13
Formula: C3H3NO
Source: OMol25
Level of theory: ωB97M-V/def2-TZVPD

Kohn-Sham gap (spin up / spin down): 0.311 / 0.279 hartree
HOMO level (spin up / spin down): -0.3147 / -0.3059 hartree
LUMO energy (spin up / spin down): -0.11 / -0.73 eV
net charge: 0
total energy: -6693.250 eV

Last column: Mulliken charge in e.
CARTESIAN COORDINATES (ANGSTROEM)
N: -1.18 0.45 2.83  -0.370
C: -0.86 0.42 1.71  0.250
C: -0.43 0.48 0.38  -0.206
C: 0.72 -0.69 -1.25  -0.317
O: -0.03 -0.64 -0.20  -0.198
H: -0.23 1.41 -0.14  0.322
H: 0.83 -1.66 -1.72  0.295
H: 1.18 0.23 -1.60  0.224

Record 14
Formula: C3H3NO
Source: OMol25
Level of theory: ωB97M-V/def2-TZVPD

Kohn-Sham gap: 0.355 hartree
HOMO level: -0.4090 hartree
LUMO energy: -1.48 eV
net charge: 0
total energy: -6694.716 eV
structure (SMILES): CC(=O)C#N

Last column: Mulliken charge in e.
CARTESIAN COORDINATES (ANGSTROEM)
C: 1.00 0.03 0.06  -0.968
C: -0.39 -0.41 -0.23  0.525
O: -0.78 -1.53 -1.00  -0.497
C: -1.35 0.48 0.25  0.275
N: -2.28 1.11 0.51  -0.298
H: 1.46 -0.74 0.67  0.304
H: 0.93 0.91 0.62  0.356
H: 1.41 0.16 -0.88  0.303

Record 15
Formula: C3H3NO
Source: OMol25
Level of theory: ωB97M-V/def2-TZVPD

Kohn-Sham gap: 0.368 hartree
HOMO level: -0.3376 hartree
LUMO energy: 0.82 eV
net charge: 0
total energy: -6694.942 eV
structure (SMILES): C=C=O.C#N

Last column: Mulliken charge in e.
CARTESIAN COORDINATES (ANGSTROEM)
C: -1.27 0.43 -1.10  -0.861
C: -1.68 -0.16 0.02  0.700
O: -1.93 -0.59 1.08  -0.363
H: -1.45 1.45 -1.27  0.291
H: -0.28 0.03 -1.33  0.222
C: 2.25 -0.42 0.88  0.063
N: 2.02 0.42 0.14  -0.342
H: 2.34 -1.16 1.57  0.290

Record 16
Formula: C3H3NO
Source: OMol25
Level of theory: ωB97M-V/def2-TZVPD

Kohn-Sham gap: 0.413 hartree
HOMO level: -0.3981 hartree
LUMO energy: 0.41 eV
net charge: 0
total energy: -6696.090 eV
structure (SMILES): N#CCC=O

Last column: Mulliken charge in e.
CARTESIAN COORDINATES (ANGSTROEM)
N: 0.64 -2.11 1.01  -0.367
C: 0.05 -1.27 0.46  0.178
C: -0.47 -0.18 -0.36  -0.177
C: 0.35 1.05 0.07  -0.008
O: 0.44 2.08 -0.54  -0.431
H: -0.32 -0.46 -1.40  0.222
H: -1.55 0.03 -0.29  0.259
H: 0.86 0.87 1.05  0.324

Record 17
Formula: C3H3NO
Source: OMol25
Level of theory: ωB97M-V/def2-TZVPD

Kohn-Sham gap: 0.393 hartree
HOMO level: -0.3761 hartree
LUMO energy: 0.46 eV
net charge: 0
total energy: -6691.712 eV

Last column: Mulliken charge in e.
CARTESIAN COORDINATES (ANGSTROEM)
C: -1.16 0.83 -1.50  -0.129
C: -0.93 1.32 -0.47  -0.437
C: 0.33 0.32 2.16  0.502
N: 0.47 -0.22 1.13  -0.396
O: 0.24 0.80 3.18  -0.346
H: -1.61 -0.02 -1.77  0.281
H: -0.79 2.31 0.68  0.254
H: 1.33 -0.66 0.74  0.271

Record 18
Formula: C3H3NO
Source: OMol25
Level of theory: ωB97M-V/def2-TZVPD

Kohn-Sham gap: 0.404 hartree
HOMO level: -0.3767 hartree
LUMO energy: 0.73 eV
net charge: 0
total energy: -6692.921 eV
structure (SMILES): C#CNC=O

Last column: Mulliken charge in e.
CARTESIAN COORDINATES (ANGSTROEM)
C: -0.89 -2.02 -0.32  -0.094
C: -0.46 -0.91 -0.52  -0.390
N: 0.17 0.70 -0.52  -0.176
C: 0.57 1.21 0.67  0.154
O: 0.80 0.57 1.66  -0.492
H: -1.38 -2.87 0.02  0.407
H: 0.58 1.05 -1.39  0.289
H: 0.60 2.28 0.40  0.301

Record 19
Formula: C3H3NO2
Source: OMol25
Level of theory: ωB97M-V/def2-TZVPD

Kohn-Sham gap: 0.228 hartree
HOMO level: 0.0494 hartree
LUMO energy: 7.56 eV
net charge: -2
total energy: -8733.429 eV

Last column: Mulliken charge in e.
CARTESIAN COORDINATES (ANGSTROEM)
C: 0.35 -0.75 0.97  0.109
C: -2.00 -0.08 -1.12  -0.618
C: 0.30 0.00 -0.05  -0.992
N: -2.17 1.24 -1.30  0.682
O: -1.30 2.20 -1.10  -0.762
O: -3.43 1.48 -1.74  -0.819
H: -0.52 -1.36 1.02  0.093
H: 1.05 0.89 -0.29  0.101
H: -0.58 0.11 -0.77  0.206

Record 20
Formula: C3H3NO2
Source: OMol25
Level of theory: ωB97M-V/def2-TZVPD

Kohn-Sham gap: 0.342 hartree
HOMO level: -0.3924 hartree
LUMO energy: -1.38 eV
net charge: 0
total energy: -8738.835 eV

Last column: Mulliken charge in e.
CARTESIAN COORDINATES (ANGSTROEM)
O: -0.07 1.35 -1.03  -0.639
C: 0.10 0.33 -0.25  0.493
C: -1.07 -0.66 0.03  -0.059
O: -2.15 -0.46 -0.45  -0.361
C: 1.41 -0.38 -0.23  0.153
N: 2.41 -0.96 -0.25  -0.316
H: 0.04 1.46 0.37  0.214
H: 0.15 0.83 1.12  0.165
H: -0.82 -1.51 0.69  0.351